ORCA calculation (ωB97M-V/def2-TZVPD) on a molecular structure, C31H57As2GeInN2O10S5SbSe4Si3 in a non-equilibrium geometry.

Each line ends with the Mulliken spin population.
CARTESIAN COORDINATES (ANGSTROEM)
In: 1.45 3.16 1.28  0.002
Se: 0.17 6.60 3.89  0.674
Sb: 0.16 4.11 4.04  -0.059
Se: -0.81 3.76 1.62  0.014
Se: 2.72 3.79 3.29  -0.017
Se: 0.51 4.28 6.62  0.401
O: -4.87 1.58 -3.42  0.000
C: -4.01 1.78 -2.60  0.000
S: -3.31 0.57 -1.57  0.000
C: -2.17 1.60 -0.71  0.002
C: -2.22 2.90 -1.04  0.000
S: -1.37 4.22 -0.38  -0.003
S: -3.32 3.38 -2.32  0.000
S: -0.97 0.91 0.32  -0.004
C: 0.26 2.65 -4.99  0.000
O: 1.57 2.78 -4.52  0.000
C: 1.91 2.04 -3.39  0.000
O: 2.79 2.71 -2.60  0.000
C: 1.46 0.82 -3.12  0.000
C: 0.74 -0.06 -4.03  0.000
As: 2.02 -1.01 -5.11  0.000
C: 0.99 -2.18 -6.34  0.000
C: 2.31 -2.22 -3.56  0.000
C: 2.38 -1.79 -2.29  0.000
As: 1.77 -0.08 -1.44  0.000
C: 3.65 0.37 -1.05  0.000
C: 2.94 -2.50 -1.16  0.000
O: 2.35 -2.58 -0.09  0.000
O: 4.21 -2.98 -1.16  0.000
C: 5.10 -2.83 -2.24  0.000
C: 2.71 -3.53 -4.05  0.000
O: 3.53 -3.64 -4.94  0.000
O: 2.16 -4.67 -3.55  0.000
C: 0.97 -4.63 -2.79  0.000
C: -0.38 -0.71 -3.50  0.000
O: -0.91 -0.44 -2.41  0.000
O: -0.89 -1.72 -4.29  0.000
C: -2.02 -2.36 -3.75  0.000
H: 0.08 3.51 -5.63  0.000
H: -0.47 2.64 -4.17  0.000
H: 0.12 1.72 -5.57  0.000
H: 0.17 -1.61 -6.79  0.000
H: 0.57 -3.06 -5.86  0.000
H: 1.66 -2.51 -7.14  0.000
H: 4.18 0.53 -1.98  0.000
H: 4.12 -0.44 -0.48  0.000
H: 3.71 1.27 -0.45  -0.001
H: 5.33 -3.82 -2.64  0.000
H: 6.01 -2.38 -1.84  0.000
H: 4.71 -2.20 -3.04  0.000
H: 0.94 -5.56 -2.21  0.000
H: 0.11 -4.60 -3.46  0.000
H: 0.92 -3.78 -2.11  0.000
H: -2.22 -3.23 -4.38  0.000
H: -2.89 -1.70 -3.76  0.000
H: -1.84 -2.68 -2.72  0.000
C: 3.45 4.20 -0.91  -0.001
C: 2.23 3.50 -1.54  0.000
C: 1.32 4.58 -2.13  0.000
O: 1.57 2.68 -0.68  0.004
H: 4.05 4.65 -1.69  0.000
H: 4.04 3.45 -0.38  0.000
H: 3.10 4.96 -0.20  0.000
H: 1.83 5.06 -2.97  0.000
H: 1.10 5.33 -1.36  -0.001
H: 0.39 4.13 -2.48  0.001
C: -5.34 0.53 3.52  0.000
Si: -4.05 1.64 2.64  0.000
C: -3.48 2.99 3.87  0.001
C: -4.95 2.46 1.16  0.000
Ge: -2.27 0.04 2.04  0.001
Si: -0.96 -0.39 4.12  0.001
C: -2.31 -0.85 5.42  -0.001
C: 0.13 -1.97 3.90  0.000
C: 0.06 0.97 4.95  0.006
Si: -2.74 -2.12 0.97  0.000
C: -4.15 -2.31 -0.31  0.000
C: -1.10 -2.74 0.19  0.000
C: -3.28 -3.27 2.40  0.000
H: -6.22 1.09 3.80  0.000
H: -4.92 0.10 4.42  0.000
H: -5.65 -0.28 2.87  0.000
H: -4.31 3.59 4.24  0.000
H: -2.76 3.67 3.40  -0.003
H: -2.99 2.55 4.74  -0.001
H: -5.88 2.93 1.47  0.000
H: -5.19 1.74 0.38  0.000
H: -4.34 3.24 0.72  0.000
H: -3.04 -1.54 5.00  0.000
H: -2.84 0.02 5.78  0.000
H: -1.86 -1.33 6.28  0.000
H: -0.45 -2.88 4.05  0.000
H: 0.94 -1.98 4.62  0.000
H: 0.55 -2.00 2.90  0.000
H: -0.63 1.75 5.34  -0.002
H: 0.71 1.45 4.20  -0.014
H: 0.68 0.66 5.80  0.002
H: -3.81 -2.07 -1.31  0.000
H: -4.98 -1.64 -0.09  0.000
H: -4.54 -3.32 -0.33  0.000
H: -0.70 -1.97 -0.47  -0.001
H: -1.23 -3.65 -0.40  0.000
H: -0.34 -2.93 0.94  0.000
H: -4.18 -2.88 2.87  0.000
H: -2.52 -3.35 3.17  0.000
H: -3.50 -4.27 2.04  0.000
C: 3.97 -2.22 3.27  0.000
N: 3.18 -1.36 2.43  0.000
C: 2.73 -0.15 2.77  -0.001
N: 3.10 0.43 3.91  0.001
S: 1.56 0.53 1.73  -0.003
H: 4.03 -3.19 2.80  0.000
H: 3.51 -2.33 4.26  0.000
H: 4.98 -1.83 3.40  0.000
H: 2.80 -1.75 1.57  0.000
H: 3.90 0.09 4.44  0.000
H: 2.81 1.39 4.10  0.000

The calculation puts the HOMO energy (alpha / beta) at -1.933 / -1.933 eV. Its energy above the lowest of the compared OMol25 structures with the same formula, charge and spin is 75.50 kcal per mole. As for the charge: -2. For the LUMO energy (alpha / beta), the calculation gives 3.52 / 2.79 eV. Its multiplicity is 2. For the orbital gap (alpha / beta), the calculation gives 5.4 / 4.7 eV. The largest force on an atom is 0.0868 Eh/bohr.

---

ORCA calculation (ωB97M-V/def2-TZVPD) on a molecular structure, C31H57EuN2O2P2S in a non-equilibrium geometry.

Each line ends with the Mulliken spin population.
CARTESIAN COORDINATES (ANGSTROEM)
C: -2.33 1.25 -1.33  -0.010
C: -2.10 -1.08 -1.17  0.003
C: -3.50 1.12 -2.09  0.000
C: -3.35 -1.24 -1.83  -0.001
C: -4.05 -0.14 -2.29  0.001
H: -3.95 2.02 -2.51  0.000
H: -3.71 -2.25 -2.00  0.000
H: -4.99 -0.25 -2.81  0.000
N: -1.68 0.19 -0.80  -0.025
P: -0.89 3.01 0.41  0.028
P: -0.05 -2.92 -0.02  0.000
C: -1.73 2.66 -1.20  0.001
H: -1.00 2.82 -2.02  -0.002
H: -2.53 3.39 -1.37  0.002
C: -1.35 -2.29 -1.01  -0.006
H: -1.98 -3.15 -1.29  0.001
C: 0.66 -4.28 -1.17  -0.001
C: -0.72 -3.66 1.64  -0.018
C: 0.65 4.09 -0.03  -0.021
C: -2.26 3.97 1.31  -0.012
C: 2.18 -4.11 -1.06  -0.002
H: 2.54 -4.32 -0.04  0.000
H: 2.67 -4.81 -1.75  0.000
H: 2.48 -3.09 -1.32  0.002
C: 0.26 -5.72 -0.83  0.000
H: 0.57 -6.05 0.17  0.000
H: -0.81 -5.90 -0.95  0.000
H: 0.78 -6.37 -1.55  0.000
C: 0.20 -4.02 -2.60  0.000
H: 0.77 -4.67 -3.28  0.000
H: -0.86 -4.24 -2.74  0.000
H: 0.38 -2.97 -2.89  0.000
C: 0.50 -4.29 2.34  -0.001
H: 1.26 -3.54 2.58  0.000
H: 0.17 -4.76 3.29  0.000
H: 0.98 -5.08 1.74  0.000
C: -1.28 -2.49 2.45  0.022
H: -0.48 -1.81 2.81  0.001
H: -2.03 -1.92 1.89  -0.001
H: -1.79 -2.88 3.35  0.000
C: -1.83 -4.69 1.42  0.001
H: -1.48 -5.62 0.97  0.000
H: -2.26 -4.95 2.40  0.000
H: -2.65 -4.28 0.80  0.000
C: -1.76 4.26 2.73  0.000
H: -2.55 4.82 3.26  0.000
H: -1.56 3.34 3.29  -0.001
H: -0.85 4.88 2.75  0.000
C: -3.51 3.06 1.38  0.003
H: -3.91 2.84 0.39  0.000
H: -3.31 2.12 1.92  -0.001
H: -4.28 3.62 1.94  0.000
C: -2.66 5.27 0.60  0.000
H: -3.56 5.65 1.11  0.000
H: -1.90 6.04 0.69  0.000
H: -2.91 5.12 -0.45  0.000
C: 0.99 4.01 -1.53  0.006
H: 0.27 4.56 -2.14  0.000
H: 1.98 4.47 -1.70  0.000
H: 1.06 2.97 -1.89  0.000
C: 1.83 3.53 0.81  0.028
H: 2.10 2.50 0.51  0.005
H: 2.71 4.16 0.64  -0.001
H: 1.61 3.54 1.89  -0.006
C: 0.48 5.58 0.32  0.001
H: -0.28 6.06 -0.31  0.000
H: 0.25 5.76 1.38  0.000
H: 1.43 6.10 0.10  0.000
Eu: 0.27 0.30 1.02  6.977
C: -1.53 0.90 3.03  0.022
O: -2.16 0.81 3.99  0.005
N: 1.17 -0.78 -0.85  -0.006
C: 1.23 -1.16 -1.98  -0.002
C: 2.07 -0.78 -3.26  -0.001
C: 1.72 -1.66 -4.45  0.001
C: 1.74 0.68 -3.53  0.000
C: 3.56 -0.95 -2.92  0.000
H: 1.95 -2.72 -4.24  0.000
H: 0.65 -1.58 -4.70  0.000
H: 2.30 -1.38 -5.34  0.000
H: 2.05 1.30 -2.68  0.001
H: 2.24 1.07 -4.43  0.000
H: 0.66 0.79 -3.67  0.000
H: 4.20 -0.51 -3.71  0.000
H: 3.81 -0.48 -1.96  0.000
H: 3.82 -2.02 -2.86  0.000
C: 3.95 -0.47 3.47  0.001
S: 2.27 -0.46 4.11  0.000
C: 2.19 1.28 4.61  0.005
O: 1.39 -0.51 2.84  0.004
H: 4.63 -0.60 4.31  0.000
H: 4.16 0.47 2.94  0.000
H: 4.04 -1.32 2.79  0.000
H: 2.71 1.91 3.87  -0.001
H: 1.14 1.58 4.71  -0.001
H: 2.69 1.36 5.59  0.000

The calculation puts the HOMO energy (alpha / beta) at -8.141 / -8.151 eV. Its energy above the lowest of the compared OMol25 structures with the same formula, charge and spin is 58.56 kcal per mole. As for the charge: +1. For the LUMO energy (alpha / beta), the calculation gives -2.57 / -2.49 eV. Its multiplicity is 8. For the orbital gap (alpha / beta), the calculation gives 5.6 / 5.7 eV. The largest force on an atom is 0.0966 Eh/bohr.

---

ORCA calculation (ωB97M-V/def2-TZVPD) on a molecular structure, C31H58BrN4OP3Sr in a non-equilibrium geometry.

Each line ends with the Mulliken charge.
CARTESIAN COORDINATES (ANGSTROEM)
N: -4.65 -1.75 2.89  -0.614
C: -4.70 -0.64 3.65  -0.537
C: -5.24 0.56 3.20  -0.578
C: -5.67 0.63 1.85  0.949
C: -5.86 -0.60 1.16  -0.299
C: -5.30 -1.75 1.71  -0.608
C: -5.65 1.87 1.14  -0.610
Sr: -0.69 1.33 -1.27  0.967
P: 3.89 -0.49 -2.31  1.017
C: -5.63 1.88 -0.23  -0.770
C: -4.63 2.58 -1.00  0.520
C: -4.34 2.17 -2.33  -0.268
C: -3.15 2.58 -2.97  -0.356
C: -2.33 3.35 -2.20  -1.124
C: -2.59 3.95 -1.00  -0.338
C: -3.77 3.50 -0.35  -0.027
Br: 1.96 1.54 -1.74  -0.526
H: -5.58 2.79 1.73  0.634
H: -6.36 1.28 -0.79  0.631
H: -5.25 1.44 3.84  0.420
H: -6.30 -0.66 0.16  0.309
H: -4.26 -0.71 4.65  0.503
H: -5.33 -2.70 1.17  0.515
H: -5.04 1.48 -2.83  0.427
H: -4.02 3.84 0.66  0.280
H: -2.95 2.28 -4.00  0.531
H: -1.96 4.71 -0.53  0.463
P: -1.07 -1.91 -1.01  1.016
C: 4.92 0.87 -1.45  -0.537
C: 5.37 2.00 -2.35  -1.343
H: 5.78 0.38 -0.97  0.777
H: 4.30 1.28 -0.63  0.122
H: 5.29 2.97 -1.84  0.396
H: 6.43 1.89 -2.63  0.304
H: 4.79 2.06 -3.26  0.278
C: 3.50 -0.09 -4.14  -0.755
C: 4.58 0.17 -5.17  -1.274
H: 2.74 0.71 -4.17  0.568
H: 2.96 -1.01 -4.44  0.385
H: 4.10 0.51 -6.10  0.381
H: 5.29 0.95 -4.88  0.257
H: 5.14 -0.73 -5.42  0.347
C: 5.39 -1.55 -2.75  -0.955
C: 6.79 -0.94 -2.80  -1.167
H: 5.17 -2.05 -3.70  0.538
H: 5.35 -2.32 -1.95  0.519
H: 7.52 -1.68 -3.16  0.383
H: 6.85 -0.08 -3.49  0.188
H: 7.14 -0.61 -1.81  0.382
C: 0.13 -3.17 -0.39  -1.212
C: 1.60 -2.74 -0.45  -1.022
H: -0.02 -4.11 -0.95  0.706
H: -0.13 -3.39 0.66  0.498
H: 2.23 -3.50 0.02  0.497
H: 1.96 -2.62 -1.48  0.367
H: 1.77 -1.78 0.07  -0.088
C: -0.76 -2.00 -2.83  -0.058
C: -1.58 -1.04 -3.69  -1.024
H: -0.96 -3.05 -3.10  0.462
H: 0.32 -1.82 -2.97  -0.213
H: -1.60 -1.43 -4.72  0.436
H: -2.63 -0.96 -3.37  0.215
H: -1.15 -0.03 -3.76  0.213
C: -2.69 -2.81 -0.92  -0.574
C: -2.89 -3.66 0.33  -1.311
H: -2.81 -3.41 -1.84  0.502
H: -3.46 -2.02 -0.95  0.083
H: -3.84 -4.22 0.25  0.413
H: -2.10 -4.40 0.46  0.350
H: -2.97 -3.05 1.23  0.207
C: -0.25 3.29 2.24  -0.881
N: 0.56 2.27 2.92  0.364
C: 1.08 2.64 4.23  -1.288
P: 0.45 0.69 2.45  -1.247
O: 0.04 0.67 1.00  0.901
N: 1.95 0.14 2.92  0.217
C: 2.21 -1.25 3.29  -0.721
C: 3.14 0.84 2.42  -0.969
N: -0.62 -0.22 3.33  0.829
C: -0.90 -0.01 4.74  -1.085
C: -1.27 -1.38 2.70  -0.006
H: -0.20 4.20 2.84  0.467
H: -1.31 2.98 2.16  0.258
H: 0.14 3.50 1.23  0.068
H: 0.26 2.82 4.94  0.432
H: 1.74 1.86 4.61  0.364
H: 1.66 3.57 4.12  0.424
H: 2.35 -1.89 2.41  0.136
H: 3.13 -1.26 3.89  0.389
H: 1.38 -1.64 3.90  0.216
H: 3.41 0.50 1.41  0.075
H: 2.97 1.92 2.41  0.328
H: 3.97 0.61 3.11  0.439
H: -1.73 -0.65 5.02  0.463
H: -0.04 -0.26 5.38  0.285
H: -1.19 1.03 4.93  0.240
H: -0.94 -1.47 1.66  -0.649
H: -0.99 -2.29 3.25  0.402
H: -2.36 -1.26 2.73  -0.221

The calculation puts the HOMO energy (alpha / beta) at -12.483 / -12.544 eV. As for the charge: +2. For the LUMO energy (alpha / beta), the calculation gives -6.32 / -8.20 eV. For the orbital gap (alpha / beta), the calculation gives 6.2 / 4.3 eV. The largest force on an atom is 0.0949 Eh/bohr.

---

ORCA calculation (ωB97M-V/def2-TZVPD) on a molecular structure, C31H58BrN4OP3V in a non-equilibrium geometry.

Each line ends with the Mulliken spin population.
CARTESIAN COORDINATES (ANGSTROEM)
N: -0.64 -8.44 3.44  -0.072
C: -1.29 -7.35 3.88  0.028
C: -1.40 -6.20 3.10  -0.078
C: -0.78 -6.16 1.81  0.149
C: -0.22 -7.36 1.33  -0.075
C: -0.17 -8.45 2.20  0.029
C: -0.74 -4.93 1.10  -0.485
V: 0.03 -3.10 0.87  2.609
P: 0.05 0.36 -3.46  0.381
C: -0.52 -4.64 -0.27  0.003
C: -1.27 -3.48 -0.75  -0.180
C: -1.25 -2.98 -2.05  0.087
C: -1.64 -1.66 -2.29  0.053
C: -1.99 -0.75 -1.25  0.003
C: -2.22 -1.31 0.02  0.071
C: -1.95 -2.69 0.27  -0.042
Br: -1.67 1.09 -1.34  0.171
H: -0.97 -4.04 1.81  0.041
H: -0.03 -5.32 -0.96  -0.015
H: -1.93 -5.35 3.54  -0.006
H: 0.22 -7.44 0.34  -0.005
H: -1.71 -7.40 4.89  0.001
H: 0.30 -9.38 1.87  0.001
H: -0.91 -3.66 -2.84  0.003
H: -2.56 -3.20 1.05  -0.030
H: -1.70 -1.37 -3.33  -0.030
H: -2.67 -0.74 0.82  -0.025
P: 1.94 -2.10 -0.08  -0.026
C: -1.40 0.81 -4.59  0.045
C: -1.23 1.07 -6.08  0.009
H: -1.84 1.70 -4.12  0.001
H: -2.16 0.03 -4.47  0.007
H: -2.20 1.40 -6.48  0.003
H: -0.51 1.85 -6.33  -0.001
H: -0.97 0.16 -6.64  0.000
C: 0.90 -0.93 -4.47  0.129
C: 1.74 -0.47 -5.65  0.035
H: 0.11 -1.62 -4.79  0.001
H: 1.53 -1.49 -3.76  -0.004
H: 2.31 -1.33 -6.03  0.008
H: 1.13 -0.08 -6.47  -0.001
H: 2.47 0.30 -5.37  -0.003
C: 1.07 1.92 -3.58  0.069
C: 0.50 3.19 -4.21  0.006
H: 2.01 1.64 -4.09  -0.005
H: 1.34 2.14 -2.54  0.009
H: 1.14 4.04 -3.94  0.003
H: 0.48 3.14 -5.30  -0.001
H: -0.51 3.43 -3.85  0.002
C: 1.72 -0.29 0.16  0.129
C: 3.03 0.39 0.53  0.002
H: 0.93 -0.08 0.92  -0.007
H: 1.28 0.07 -0.78  -0.040
H: 3.37 0.07 1.52  0.000
H: 3.83 0.15 -0.19  0.000
H: 2.91 1.48 0.54  0.000
C: 3.28 -2.51 -1.24  -0.016
C: 3.17 -3.91 -1.84  0.003
H: 4.22 -2.38 -0.68  -0.001
H: 3.24 -1.75 -2.05  0.000
H: 3.35 -4.70 -1.09  -0.003
H: 2.18 -4.09 -2.28  0.000
H: 3.92 -4.02 -2.63  0.000
C: 2.60 -2.88 1.50  0.008
C: 1.89 -2.46 2.78  0.002
H: 3.66 -2.58 1.50  0.008
H: 2.61 -3.98 1.38  0.005
H: 0.77 -2.50 2.75  0.028
H: 2.20 -3.16 3.58  -0.003
H: 2.22 -1.46 3.11  0.002
C: 1.42 2.87 2.47  0.000
N: 0.06 3.09 2.95  0.001
C: -0.14 4.26 3.79  0.000
P: -1.19 2.05 2.59  -0.007
O: -0.75 0.73 2.06  0.001
N: -1.98 1.99 4.11  0.000
C: -3.28 1.31 4.11  0.000
C: -1.13 1.45 5.19  0.000
N: -2.25 2.86 1.57  0.000
C: -3.39 2.15 0.99  0.019
C: -2.46 4.31 1.65  0.000
H: 2.11 3.45 3.08  0.000
H: 1.53 3.20 1.42  0.000
H: 1.70 1.81 2.55  0.000
H: 0.73 4.38 4.45  0.000
H: -0.23 5.18 3.19  0.000
H: -1.04 4.15 4.41  0.000
H: -3.22 0.32 3.62  0.000
H: -3.58 1.16 5.16  0.000
H: -4.05 1.92 3.61  0.000
H: -0.82 0.42 4.97  0.000
H: -0.24 2.08 5.33  0.000
H: -1.72 1.45 6.11  0.000
H: -4.34 2.44 1.48  0.005
H: -3.46 2.43 -0.08  0.000
H: -3.25 1.06 1.04  -0.010
H: -2.90 4.59 2.63  0.000
H: -1.52 4.85 1.48  0.000
H: -3.18 4.58 0.86  0.000

The calculation puts the HOMO energy (alpha / beta) at -13.162 / -12.049 eV. As for the charge: +2. For the LUMO energy (alpha / beta), the calculation gives -5.77 / -8.25 eV. Its multiplicity is 4. For the orbital gap (alpha / beta), the calculation gives 7.4 / 3.8 eV. The largest force on an atom is 0.0725 Eh/bohr.

---

- Which of these has the lowest charge?
  C31H57As2GeInN2O10S5SbSe4Si3